{"formula": "C42H54KN4O2Si", "method": "ωB97M-V/def2-TZVPD", "homo_energy_ev": -3.079, "gap_ev": 5.01, "relative_energy_kj_mol": 21.7, "charge": -1, "species": ["K", "C", "Si", "C", "N", "C", "C", "C", "C", "C", "C", "C", "C", "C", "C", "C", "C", "C", "C", "C", "C", "C", "H", "H", "H", "H", "H", "H", "H", "H", "H", "H", "H", "H", "H", "H", "H", "H", "H", "H", "H", "H", "H", "H", "H", "H", "C", "C", "C", "C", "C", "C", "C", "C", "N", "C", "C", "C", "C", "N", "C", "C", "C", "C", "C", "C", "C", "C", "H", "H", "H", "H", "H", "H", "H", "H", "H", "H", "H", "H", "H", "H", "H", "H", "H", "H", "H", "H", "H", "H", "H", "H", "N", "C", "C", "C", "O", "O", "H", "H", "H", "H", "H", "H"], "xyz": [[-0.077935, 0.949345, 0.421130], [-2.756349, 1.942132, 0.901225], [-3.886563, 1.067797, -0.121771], [-3.895651, -0.818273, 0.206970], [-2.615125, -1.531049, 0.165076], [-1.989398, -1.593489, -1.168253], [-2.048212, -2.984352, -1.813270], [-3.400806, -3.632561, -1.535180], [-3.587067, -3.833023, -0.020792], [-2.695437, -2.852650, 0.761176], [-3.503140, 1.383589, -1.963448], [-2.295743, 1.973090, -2.347352], [-1.941828, 2.105827, -3.685238], [-2.797861, 1.648683, -4.678381], [-4.010315, 1.068291, -4.323293], [-4.353243, 0.943483, -2.982987], [-5.796515, 1.389245, -0.103042], [-6.748949, 0.541403, 0.468592], [-8.103484, 0.862975, 0.497643], [-8.548148, 2.056709, -0.050915], [-7.623444, 2.923246, -0.623653], [-6.276852, 2.587973, -0.644097], [-2.734882, 1.764701, 1.980371], [-2.567248, 2.994617, 0.670959], [-4.670104, -1.281043, -0.436633], [-4.278887, -0.911767, 1.234314], [-0.941839, -1.266055, -1.117324], [-2.497649, -0.886124, -1.820854], [-1.248493, -3.629461, -1.427590], [-1.872806, -2.881641, -2.887174], [-3.491562, -4.583926, -2.065038], [-4.188742, -2.980629, -1.923203], [-3.317167, -4.853811, 0.268518], [-4.637404, -3.697113, 0.249622], [-1.679849, -3.245127, 0.818139], [-3.053897, -2.752282, 1.789506], [-1.609381, 2.327971, -1.585158], [-0.987848, 2.551998, -3.940754], [-2.523091, 1.742350, -5.722986], [-4.688021, 0.711546, -5.091284], [-5.306607, 0.490967, -2.722834], [-6.440512, -0.403586, 0.906883], [-8.811667, 0.175605, 0.948342], [-9.602164, 2.310353, -0.034009], [-7.953983, 3.861665, -1.055638], [-5.571576, 3.279869, -1.096930], [-2.101209, -0.817643, 3.828967], [-1.161275, 0.301836, 4.190067], [-1.569479, 1.337683, 5.020091], [-0.747301, 2.429767, 5.256587], [0.490911, 2.505635, 4.641551], [0.942890, 1.488459, 3.805521], [2.258130, 1.644475, 3.082935], [0.115198, 0.373872, 3.626490], [0.505759, -0.630523, 2.700610], [1.328570, -1.531436, 3.007476], [1.978386, -1.708843, 4.353510], [1.703016, -2.519449, 1.928931], [3.103946, -3.069377, 1.956490], [0.812092, -2.809459, 1.084643], [1.026315, -3.764923, 0.063367], [0.628768, -5.086741, 0.294261], [0.131106, -5.502180, 1.651163], [0.714810, -5.997893, -0.752414], [1.185847, -5.609714, -1.996491], [1.584489, -4.297562, -2.199781], [1.508636, -3.353659, -1.182144], [1.931420, -1.930284, -1.394858], [-2.752036, -1.071016, 4.667269], [-1.572770, -1.713429, 3.505990], [-2.727014, -0.500385, 2.988999], [-2.558281, 1.295539, 5.463213], [-1.086802, 3.235971, 5.894644], [1.116271, 3.379863, 4.785950], [3.036144, 1.970356, 3.777871], [2.173880, 2.394814, 2.289776], [2.592120, 0.726453, 2.603468], [1.571817, -1.004562, 5.074736], [3.057545, -1.553977, 4.282410], [1.819183, -2.728051, 4.715228], [3.821326, -2.244457, 1.940360], [3.284040, -3.716971, 1.101197], [3.281290, -3.635053, 2.873125], [-0.601921, -4.790088, 2.037509], [0.947051, -5.545179, 2.377555], [-0.328571, -6.489277, 1.607311], [0.396848, -7.021324, -0.585945], [1.234756, -6.325415, -2.807498], [1.948582, -3.985097, -3.172014], [2.214293, -1.755400, -2.431772], [2.769869, -1.654173, -0.750183], [1.135162, -1.225957, -1.152887], [4.186202, 0.350761, 0.104072], [4.162438, 0.942627, -1.246520], [3.492272, 2.302046, -1.216771], [1.996212, 2.238771, -0.870835], [1.294687, 1.451170, -1.554330], [1.600545, 2.967202, 0.070802], [4.600288, 1.011939, 0.753111], [4.776367, -0.473385, 0.112435], [3.589777, 0.282732, -1.898927], [5.169984, 1.045073, -1.669447], [3.583585, 2.764465, -2.203996], [3.993779, 2.957908, -0.499065]], "atomic_forces_ev_per_a": [[-0.73, -0.24, 0.48], [0.13, 0.20, 0.20], [-0.17, -0.05, -0.08], [0.00, -0.05, -0.06], [-0.07, 0.09, -0.07], [-0.01, 0.02, 0.09], [0.05, -0.07, -0.01], [0.01, 0.01, 0.00], [0.01, 0.00, 0.02], [-0.05, 0.00, 0.00], [0.05, -0.02, -0.02], [-0.01, 0.02, -0.01], [-0.02, -0.01, 0.02], [0.01, 0.01, 0.03], [0.00, 0.01, 0.02], [0.00, -0.01, -0.01], [-0.01, 0.06, 0.01], [-0.01, -0.03, 0.02], [0.02, 0.01, -0.01], [0.03, 0.00, 0.00], [0.02, -0.02, 0.01], [-0.02, 0.02, 0.01], [-0.09, -0.02, -0.04], [-0.01, -0.05, 0.01], [0.07, -0.04, 0.03], [0.02, -0.02, -0.04], [-0.07, -0.06, 0.02], [-0.02, 0.03, -0.02], [-0.10, 0.06, -0.04], [0.00, -0.01, 0.00], [-0.01, 0.00, 0.00], [0.00, 0.01, 0.00], [0.00, -0.03, -0.01], [0.02, 0.00, 0.01], [0.06, -0.03, 0.02], [0.00, -0.01, 0.00], [-0.05, -0.02, -0.03], [-0.01, -0.01, -0.01], [0.00, 0.00, 0.01], [0.01, 0.00, 0.00], [0.02, 0.01, 0.00], [0.00, 0.05, -0.03], [0.00, 0.01, -0.01], [0.02, 0.00, 0.00], [0.00, -0.01, 0.00], [-0.01, -0.02, 0.01], [0.01, 0.04, 0.01], [-0.05, 0.00, 0.01], [0.02, -0.02, 0.03], [0.00, -0.02, -0.02], [-0.05, 0.00, -0.01], [0.00, 0.00, 0.08], [0.02, 0.05, 0.07], [0.11, 0.05, -0.24], [-0.15, 0.26, -0.05], [0.22, -0.19, 0.06], [0.00, -0.05, 0.02], [0.10, 0.08, 0.06], [0.03, 0.01, 0.01], [-0.08, -0.25, -0.14], [-0.03, 0.05, 0.11], [0.03, 0.03, -0.01], [-0.05, 0.03, 0.00], [-0.03, 0.02, 0.02], [0.00, 0.00, -0.01], [-0.01, 0.04, -0.02], [0.06, 0.00, 0.00], [0.01, 0.01, 0.03], [0.00, 0.03, 0.00], [0.00, 0.00, 0.03], [0.04, -0.02, -0.01], [0.02, 0.00, -0.01], [0.00, 0.00, 0.00], [0.00, -0.02, 0.00], [-0.01, 0.01, -0.01], [-0.02, -0.02, 0.02], [0.01, 0.00, 0.01], [-0.01, 0.01, 0.01], [-0.01, 0.01, -0.01], [0.01, 0.01, 0.00], [-0.03, 0.00, -0.01], [-0.01, -0.01, -0.02], [0.00, -0.01, 0.00], [0.01, -0.02, -0.02], [0.02, 0.01, 0.02], [0.00, 0.00, 0.00], [0.00, 0.01, 0.00], [0.01, 0.00, 0.01], [-0.01, 0.00, 0.01], [0.02, 0.00, 0.00], [-0.01, -0.02, -0.03], [0.01, -0.01, -0.05], [0.00, 0.00, -0.05], [-0.02, -0.02, 0.06], [0.05, 0.12, -0.03], [0.24, 0.17, -0.06], [0.39, 0.04, -0.34], [0.04, -0.13, -0.03], [-0.03, 0.01, 0.00], [0.02, 0.00, -0.01], [-0.03, 0.01, 0.00], [0.04, -0.01, -0.01], [0.00, -0.03, 0.00], [0.00, 0.00, -0.01]], "lowdin_charge": [0.74, -0.30, 0.50, -0.25, -0.18, -0.17, -0.17, -0.19, -0.17, -0.22, -0.25, -0.09, -0.08, -0.11, -0.11, -0.11, -0.23, -0.11, -0.12, -0.13, -0.11, -0.11, -0.07, -0.05, 0.08, 0.07, 0.08, 0.10, 0.09, 0.11, 0.10, 0.10, 0.10, 0.10, 0.08, 0.10, 0.08, 0.10, 0.09, 0.09, 0.10, 0.08, 0.09, 0.09, 0.09, 0.10, -0.02, -0.21, -0.05, -0.08, -0.05, -0.21, -0.03, -0.23, 0.12, -0.27, 0.00, -0.26, 0.00, 0.19, -0.23, -0.22, -0.04, -0.06, -0.09, -0.05, -0.21, -0.02, 0.08, 0.07, 0.07, 0.11, 0.10, 0.11, 0.08, 0.07, 0.06, 0.08, 0.09, 0.09, 0.08, 0.08, 0.08, 0.07, 0.08, 0.07, 0.10, 0.10, 0.11, 0.09, 0.06, 0.05, 0.01, -0.28, -0.13, -0.75, -0.16, -0.11, 0.06, 0.05, 0.09, 0.10, 0.11, 0.11]}